1.
The following is a quantum chemistry calculation of C26H57As4N5P2RuS as an isolated structure, from the OMol25 dataset.

The geometry in XYZ format:
```
96
Properties=species:S:1:pos:R:3:forces:R:3:mulliken_spin:R:1
Ru -0.43949 -0.32529 -0.76322 0.86 0.97 -0.32 3.50
C -3.75774 1.11599 -2.69046 0.55 0.19 0.12 0.03
P -2.90289 -0.07003 -1.57978 -1.40 -0.45 -0.19 0.19
C -4.05049 -0.06635 -0.14905 0.46 0.01 0.00 0.07
C -3.33604 -1.66292 -2.41669 0.20 0.07 0.03 -0.01
C -2.66417 -2.86833 -1.77023 0.19 0.07 0.18 0.02
P -0.82569 -2.67308 -1.82649 -0.72 -0.99 -0.61 0.17
C -0.23043 -4.34477 -1.37391 0.23 0.35 0.34 0.03
C -0.54649 -2.74897 -3.64002 0.22 0.28 0.26 0.02
H -4.83370 1.01299 -2.55910 -0.03 -0.09 0.06 0.01
H -3.51306 0.91345 -3.73135 0.00 0.03 -0.03 0.00
H -3.46951 2.13914 -2.44901 -0.05 0.03 -0.04 0.00
H -5.01708 -0.48002 -0.43451 0.01 -0.04 -0.06 0.00
H -4.18618 0.96562 0.17422 -0.01 -0.08 0.04 0.00
H -3.62318 -0.63957 0.67429 -0.11 0.01 0.09 -0.02
H -3.03273 -1.57908 -3.46570 -0.11 0.01 0.05 0.00
H -4.42309 -1.77758 -2.39333 0.04 0.10 -0.07 0.00
H -2.93720 -3.79142 -2.29405 0.05 0.09 0.10 0.00
H -2.98495 -2.96983 -0.72723 0.04 -0.08 -0.06 -0.01
H -0.68364 -5.06992 -2.05086 -0.04 0.06 -0.02 0.01
H -0.48707 -4.60785 -0.34877 0.00 0.00 -0.02 0.00
H 0.85418 -4.38410 -1.48200 -0.01 -0.01 0.00 0.00
H -1.20053 -3.50591 -4.07568 -0.04 0.03 0.04 0.00
H 0.49478 -3.03532 -3.80680 -0.16 0.09 0.01 0.00
H -0.73121 -1.78092 -4.10477 0.05 -0.05 -0.10 0.00
C 1.42448 -2.54194 1.48102 0.01 0.04 -0.37 0.01
As -0.17760 -1.41718 1.64000 0.40 -0.84 1.62 0.21
C -1.46268 -2.82449 2.12750 -0.18 0.08 -0.41 0.02
C 0.20972 -0.66436 3.46995 0.08 0.40 -0.22 0.08
C -0.67714 0.46455 4.00185 -0.40 -0.22 0.14 -0.02
C -2.13087 -0.01693 4.00720 0.27 0.07 -0.26 0.00
C -0.53595 1.74388 3.16907 0.04 -0.12 -0.22 0.05
As -1.57941 1.88594 1.46149 0.12 0.70 0.76 0.16
C -1.02928 3.72441 1.04095 -0.01 -0.09 -0.28 0.03
C -3.34257 2.44268 2.17931 -0.03 -0.24 -0.27 0.03
C -0.33867 0.74616 5.48401 0.86 0.11 -0.47 -0.01
As 1.41370 1.43732 6.22208 -0.28 0.42 1.25 0.00
C 2.63963 -0.09671 6.19106 -0.14 0.10 -0.57 0.00
C 2.34879 2.64295 4.97031 -0.16 -0.48 -0.28 0.00
H 1.33912 -3.43930 2.09732 -0.11 0.16 0.02 0.00
H 2.32638 -2.00106 1.76974 -0.11 0.05 0.01 0.00
H 1.53507 -2.83400 0.43499 0.07 -0.06 0.08 -0.01
H -1.19499 -3.26645 3.08949 0.11 0.18 -0.08 0.00
H -1.42968 -3.60821 1.36997 0.01 0.02 0.03 0.00
H -2.48222 -2.44413 2.18063 0.06 0.03 0.04 0.00
H 1.25658 -0.33856 3.46970 -0.10 -0.13 -0.06 0.00
H 0.13431 -1.52411 4.14725 0.06 -0.04 -0.29 0.01
H -2.42226 -0.25737 2.98036 -0.34 -0.08 0.00 0.00
H -2.78953 0.75274 4.39740 -0.14 0.05 0.00 0.00
H -2.24041 -0.90265 4.62846 -0.06 -0.12 0.00 0.00
H 0.51568 1.90913 2.90840 -0.14 0.09 0.04 -0.01
H -0.85878 2.60278 3.76909 -0.03 -0.04 -0.20 0.02
H -1.16513 4.34787 1.92593 0.01 -0.12 0.02 0.01
H -1.66872 4.11842 0.25060 0.00 -0.04 0.00 0.00
H 0.00389 3.79426 0.70997 0.08 -0.06 0.04 0.00
H -3.20580 3.07274 3.05903 0.20 -0.04 -0.05 0.01
H -3.97967 1.60362 2.44897 0.06 -0.02 -0.03 0.00
H -3.84458 3.03757 1.41454 0.03 -0.03 0.00 0.00
H -0.46618 -0.17762 6.05491 0.00 -0.01 0.04 0.00
H -1.08156 1.44604 5.87607 0.11 0.02 -0.04 0.00
H 2.15787 -0.97650 6.60978 -0.06 -0.03 0.03 0.00
H 3.50638 0.14148 6.80654 -0.09 0.09 0.01 0.00
H 2.98575 -0.30920 5.18033 0.11 -0.20 -0.06 0.00
H 1.74697 3.51031 4.71125 -0.08 0.00 0.01 0.00
H 2.65790 2.11094 4.07122 0.10 0.06 -0.25 0.00
H 3.24490 2.99247 5.48694 -0.12 -0.09 0.05 0.00
N 3.09709 2.25016 0.81057 -0.40 -0.59 0.04 0.00
C 2.32301 1.18008 1.04317 0.28 0.01 0.13 0.02
N 1.40203 1.09444 0.10807 -0.45 -0.08 -0.40 -0.01
C 1.67492 2.15117 -0.71767 0.68 -0.07 0.99 0.04
N 2.70047 2.86107 -0.29715 -0.23 0.51 -0.81 0.00
C 0.99343 2.35958 -1.97639 -0.11 0.33 -0.59 0.00
C 1.39648 3.34994 -2.88623 -0.11 -0.40 0.66 0.01
N 0.87219 3.41283 -4.08645 0.14 0.45 -0.57 0.00
C -0.05331 2.53264 -4.42497 -0.28 -0.33 0.24 0.01
C -0.49296 1.57715 -3.51593 -0.11 0.13 -0.33 0.00
N 0.02551 1.49795 -2.29869 0.25 -0.02 0.59 0.04
H 3.90264 2.59069 1.31812 -0.04 -0.02 0.06 0.00
H 2.48811 0.47643 1.83617 0.01 0.03 0.22 0.01
H 2.14826 4.07698 -2.61615 0.12 0.04 0.05 0.00
H -0.46189 2.59627 -5.42366 -0.05 -0.03 -0.07 0.00
H -1.26118 0.86015 -3.77053 -0.03 0.01 -0.08 -0.01
C 1.86639 -0.99924 -5.61733 0.11 -0.04 0.24 0.00
As 3.00599 -0.96713 -4.02795 0.16 0.03 -0.43 0.02
C 4.17356 -2.50857 -4.13244 0.00 0.04 0.01 0.01
C 4.12008 0.61318 -4.21161 -0.10 -0.09 0.08 0.01
S 2.04416 -0.99340 -2.10837 -0.09 -0.17 0.26 0.23
H 2.49033 -0.71672 -6.46758 0.01 0.00 0.08 0.00
H 1.04889 -0.28332 -5.52072 0.12 -0.04 0.06 0.00
H 1.46756 -2.00004 -5.79326 0.08 0.11 0.12 0.00
H 4.60535 -2.54128 -5.13350 0.01 0.03 0.02 0.00
H 3.62482 -3.43379 -3.94561 -0.08 0.20 -0.02 0.00
H 4.97106 -2.41839 -3.39162 -0.13 0.10 -0.08 0.00
H 4.74621 0.48728 -5.09388 -0.01 -0.03 -0.04 0.00
H 4.75709 0.73286 -3.33462 -0.10 -0.14 -0.02 0.00
H 3.50786 1.50760 -4.33398 -0.08 -0.13 0.00 0.00
```
Positions in Å, forces in eV/Å.

Maximum force (Eh/bohr): 0.0363
E_HOMO (alpha / beta) (eV): -14.06 / -14.06
Spin multiplicity: 6
HOMO-LUMO gap (alpha / beta) (eV): 6.04 / 3.72
Total charge: +3
LUMO (alpha / beta) (eV): -8.02 / -10.34

2.
The following is a quantum chemistry calculation of a 2-piece molecular cluster, C4H8O3 overall, from the OMol25 dataset.

The geometry in XYZ format:
```
15
Properties=species:S:1:pos:R:3:forces:R:3:lowdin_charge:R:1
O -2.33941 -0.10991 0.40010 0.10 -0.09 0.48 0.00
C -1.97039 -0.23433 1.53960 -0.11 0.04 -0.19 -0.12
C 0.32916 -0.12721 -1.12068 -0.05 -0.16 0.03 -0.28
C 0.99273 -0.96477 -0.04880 -0.22 -0.19 -0.15 -0.22
O 1.82244 -0.17056 0.76241 0.19 0.09 -0.08 -0.06
C 0.07967 1.29477 -0.92586 -0.19 0.16 0.09 -0.12
O 1.21299 0.84771 -1.67559 0.15 0.05 -0.19 -0.05
H -0.28301 -0.66706 -1.84319 0.12 0.08 0.09 0.15
H -2.56877 0.11900 2.39964 -0.04 0.03 -0.12 0.09
H -1.00548 -0.71052 1.79317 -0.13 0.09 0.03 0.07
H 0.24462 -1.43582 0.59434 0.11 0.02 -0.19 0.09
H 1.55785 -1.77744 -0.53103 -0.02 0.13 0.03 0.13
H 2.30602 0.39406 0.13741 0.01 -0.05 0.22 0.09
H 0.31258 1.75388 0.03363 -0.01 -0.08 -0.15 0.12
H -0.69099 1.78821 -1.51513 0.09 -0.11 0.09 0.12
```
Positions in Å, forces in eV/Å.

Maximum force (Eh/bohr): 0.0097
E_HOMO (eV): -10.30
Spin multiplicity: 1
Energy above the lowest of the compared OMol25 structures with the same formula, charge and spin (kcal/mol): 76.2
HOMO-LUMO gap (eV): 10.91
SMILES: OC[C@H]1CO1.C=O
LUMO (eV): 0.61

3.
The following is a quantum chemistry calculation of CHgNO4S2 as an isolated structure, from the OMol25 dataset.

The geometry in XYZ format:
```
9
Properties=species:S:1:pos:R:3:forces:R:3:mulliken_spin:R:1
Hg 0.07581 -1.41084 -1.16709 -1.17 -2.31 -2.13 1.05
N 1.99567 1.31223 0.17690 -0.24 -0.53 -0.36 0.00
S 2.60469 -0.10053 0.51795 -0.58 0.39 -0.29 0.06
O 1.82074 -1.29225 -0.05407 2.35 0.58 1.64 -0.04
S 0.73213 1.83688 -0.62364 0.06 -0.91 0.25 -0.01
O -0.21845 0.69270 -1.07695 0.09 2.63 0.45 -0.04
O -2.72819 0.61305 1.25269 0.26 0.23 -1.08 0.00
C -2.32210 -0.29435 0.65770 -0.26 -1.03 1.83 0.02
O -1.96029 -1.35688 0.31652 -0.53 0.95 -0.31 -0.03
```
Positions in Å, forces in eV/Å.

Maximum force (Eh/bohr): 0.0652
E_HOMO (alpha / beta) (eV): -7.94 / -8.27
Spin multiplicity: 2
Energy above the lowest of the compared OMol25 structures with the same formula, charge and spin (kcal/mol): 0.0
HOMO-LUMO gap (alpha / beta) (eV): 7.10 / 6.79
LUMO (alpha / beta) (eV): -0.84 / -1.48